Entry from the OMol25 dataset: an isolated ion of composition C13H16P and charge +1 (ωB97M-V/def2-TZVPD).

XYZ file:
```
30
C13H16P (ωB97M-V/def2-TZVPD)
C 4.69199 0.69689 0.28344
C 4.05631 0.90148 -0.93487
C 4.00562 0.02561 1.33690
C 2.76088 0.38845 -1.15896
C 2.72095 -0.51054 1.20267
C 2.18872 -0.24202 -0.02678
C -0.57286 0.78186 -0.80358
C -1.13557 -1.28874 0.69268
C -1.70688 0.87431 -0.16207
C -2.05147 -0.28954 0.69054
C -2.50102 2.07370 -0.03659
C -3.41919 -0.39033 1.42728
C 0.19166 -1.99773 -1.88789
P 0.19541 -0.84502 -0.44512
H 5.67334 0.99119 0.41391
H 4.65134 1.35530 -1.68488
H 4.56565 -0.10906 2.29662
H 2.20449 0.64211 -2.04417
H 1.96569 -0.97582 1.74369
H -0.15577 1.54736 -1.43283
H -1.09909 -2.10095 1.38129
H -1.92423 2.89504 -0.20516
H -2.98989 2.06643 0.97632
H -3.27196 2.20713 -0.85272
H -3.82476 0.48773 1.96602
H -3.32728 -1.26420 2.10199
H -4.13126 -0.47964 0.60874
H -0.55767 -1.69613 -2.47871
H 0.06154 -3.07638 -1.64239
H 1.16137 -1.83754 -2.36650
```

The value obtained for the HOMO-LUMO gap (alpha / beta) is 0.2656 / 0.2200 hartree. Its spin multiplicity is 3. The electronic energy is -23017.5578 eV. For the LUMO energy (alpha / beta), the calculation gives -0.105 / -0.251 hartree. Its net charge is +1.

Mulliken atomic charge list, values in e, 6 entries: C -0.52; C -0.65; C -0.54; C -0.51; C -0.33; C 0.63

=====

Entry from the OMol25 dataset: C12H13AuN4O3S2 as an isolated structure (ωB97M-V/def2-TZVPD).

XYZ file:
```
35
C12H13AuN4O3S2 (ωB97M-V/def2-TZVPD)
Au -0.00479 -1.57227 1.59741
O 1.61762 0.02124 2.14785
N 2.10380 0.50833 1.01270
C 2.51098 1.83632 0.97922
C 3.49032 2.25421 0.14831
C 4.09382 1.35583 -0.77425
C 3.63258 0.04245 -0.80174
C 2.63898 -0.38265 0.04282
S 1.92795 -1.93366 -0.14268
H 2.01927 2.47241 1.69898
H 3.80392 3.28799 0.17130
H 4.85393 1.68658 -1.46017
H 4.00267 -0.65254 -1.54100
N 0.45355 -4.22974 3.10090
C 0.29495 -3.24242 2.53852
C -3.74369 -0.09446 -1.26261
N -2.49077 -0.56986 -1.77442
C -1.78918 0.02150 -2.79142
C -0.59265 -0.60035 -2.89000
N -0.57059 -1.58419 -1.93867
C -1.71655 -1.52870 -1.22428
S -2.11998 -2.59237 0.00698
H -4.41863 0.11847 -2.09284
H -3.56698 0.81105 -0.66819
H -4.16493 -0.86386 -0.61807
H -2.20074 0.84034 -3.34405
H 0.23396 -0.43374 -3.54801
H 0.26362 -2.05845 -1.58878
C -1.45648 1.04179 2.81327
C -1.58881 1.01302 1.28862
O -2.33830 1.80406 0.72474
O -0.91035 0.13383 0.66512
H -1.89462 1.95014 3.22324
H -0.40433 0.97004 3.08163
H -1.96955 0.16967 3.21956
```

The value obtained for the HOMO-LUMO gap (alpha / beta) is 0.2568 / 0.2290 hartree. Its spin multiplicity is 2. The electronic energy is -50120.6071 eV. For the LUMO energy (alpha / beta), the calculation gives 0.100 / 0.063 hartree. The value obtained for the energy above the lowest of the compared OMol25 structures with the same formula, charge and spin is 0.4004 eV. Its net charge is -1.

Mulliken atomic charge list, values in e, 6 entries: Au 0.91; O -0.74; N 0.68; C -0.39; C -0.66; C -0.15

=====

Entry from the OMol25 dataset: a 2-piece molecular cluster, C4H11NO3 overall (ωB97M-V/def2-TZVPD).

XYZ file:
```
19
C4H11NO3 (ωB97M-V/def2-TZVPD)
C -1.76795 -0.28160 -0.36860
C -0.98124 1.02842 -0.36156
C 0.45879 0.90168 -0.77037
N 1.33707 0.12082 0.16946
C 2.05047 0.64333 1.24576
O 2.50858 0.00808 2.16550
O 2.18070 2.00908 1.18267
H -1.23023 -1.03840 0.24926
H -2.80407 -0.24153 -0.08726
H -1.87530 -0.89608 -1.20334
H -1.50573 1.67879 -1.10757
H -1.19476 1.48697 0.60305
H 0.83323 1.87953 -1.09837
H 0.49622 0.43087 -1.76267
H 1.31452 -0.92855 0.27007
H 1.38892 2.39258 0.66216
O -0.33982 -2.87109 -0.22849
H 0.19239 -2.95859 0.57270
H -1.06179 -3.36430 -0.13238
```

The value obtained for the HOMO-LUMO gap is 0.3840 hartree. The electronic energy is -11958.4506 eV. For the LUMO energy, the calculation gives 0.020 hartree. The value obtained for the energy above the lowest of the compared OMol25 structures with the same formula, charge and spin is 1.6589 eV. As for the SMILES: CCCNC(=O)O.O.

Mulliken atomic charge list, values in e, 6 entries: C -1.27; C 0.12; C -1.12; N -0.04; C 0.61; O -0.58

=====

Entry from the OMol25 dataset: C22H30CrN3S2Si3 as an isolated structure (ωB97M-V/def2-TZVPD).

XYZ file:
```
61
C22H30CrN3S2Si3 (ωB97M-V/def2-TZVPD)
Cr 0.46843 -0.63685 -0.60748
C -1.22866 1.20392 2.18147
Si -2.37130 0.06440 1.16855
C -3.29157 1.13308 -0.09242
C -3.75374 -0.57477 2.31256
C -1.38423 -1.32691 0.40732
Si -2.17755 -2.05939 -1.12724
C -3.97633 -2.61076 -0.83243
C -1.22160 -3.60015 -1.72255
C -2.31690 -0.89873 -2.63236
Si -0.76239 -2.56507 1.62666
C -1.53714 -4.29653 1.68974
C -0.66185 -2.04835 3.45934
C 1.10942 -2.77586 1.27812
C 1.95765 -3.62282 1.97703
C 3.33159 -3.54170 1.81986
C 3.82910 -2.58347 0.94514
C 2.94339 -1.79201 0.24863
N 1.60522 -1.87703 0.39413
H -1.57294 2.24057 2.15842
H -0.22582 1.18024 1.74848
H -1.16018 0.89556 3.22700
H -3.84970 1.92876 0.40837
H -4.00331 0.53740 -0.67040
H -2.59637 1.59889 -0.79112
H -4.29771 0.24897 2.78387
H -3.36669 -1.21445 3.10784
H -4.47361 -1.16667 1.74098
H -4.05060 -3.35099 -0.03068
H -4.40207 -3.04905 -1.73951
H -4.59460 -1.75312 -0.55406
H -1.63279 -4.52280 -1.30481
H -0.16452 -3.54200 -1.44750
H -1.26732 -3.68416 -2.80974
H -3.35217 -0.57763 -2.78114
H -1.99223 -1.40711 -3.54306
H -1.71021 -0.00025 -2.53537
H -2.61201 -4.21976 1.87125
H -1.10217 -4.88652 2.50087
H -1.39376 -4.84486 0.75789
H -1.64194 -1.88530 3.90918
H -0.07883 -1.13316 3.57863
H -0.16410 -2.83731 4.02945
H 1.52779 -4.34485 2.66111
H 3.99833 -4.19742 2.36441
H 4.89223 -2.46022 0.79269
H 3.29074 -1.06645 -0.47475
S 0.11665 1.58179 -1.29573
C 0.91657 1.69335 -2.84265
C 0.92234 2.91451 -3.51425
C 1.54025 3.06927 -4.74936
C 1.54848 4.34445 -5.38437
N 1.55739 5.38690 -5.87275
C 2.17487 1.96203 -5.34809
C 2.17142 0.74161 -4.68454
C 1.55517 0.58082 -3.44419
S 1.59368 -0.98373 -2.68493
C 2.80782 2.08747 -6.61789
N 3.31395 2.18648 -7.64697
H 0.43487 3.76572 -3.05787
H 2.66366 -0.11112 -5.13273
```

The value obtained for the HOMO-LUMO gap (alpha / beta) is 0.2432 / 0.2575 hartree. Its spin multiplicity is 5. The electronic energy is -101502.9690 eV. For the LUMO energy (alpha / beta), the calculation gives 0.082 / 0.079 hartree. Its net charge is -1.

Mulliken atomic charge list, values in e, 6 entries: Cr 0.01; C -1.25; Si 0.31; C -0.94; C -1.09; C 1.30